[1]
ORCA calculation (wB97M-V/def2-TZVPD) on a structure of composition C18H22B2F4N7O6V.

CARTESIAN COORDINATES (ANGSTROEM)
V 0.239 0.237 0.435
C -3.677 1.189 -1.153
C -2.292 0.740 -0.888
N -1.667 0.850 0.222
O -2.220 1.509 1.276
B -2.759 0.582 2.262
F -3.278 1.231 3.298
F -3.458 -0.433 1.676
O -1.484 -0.276 2.926
N -0.753 -0.878 2.078
C -0.312 -2.105 2.439
C -0.647 -2.737 3.733
C 0.450 -2.706 1.419
N 0.618 -1.917 0.334
O 1.278 -2.456 -0.610
B 0.753 -2.140 -2.186
F 1.707 -2.673 -2.940
F -0.476 -2.731 -2.131
O 0.676 -0.703 -2.352
N -0.249 -0.159 -1.509
C -1.425 0.101 -1.947
C -1.920 -0.138 -3.321
C 0.995 -4.078 1.435
H -4.117 1.632 -0.266
H -4.276 0.332 -1.468
H -3.680 1.907 -1.976
H -1.300 -2.109 4.328
H 0.274 -2.934 4.289
H -1.133 -3.700 3.558
H -1.186 -0.661 -3.923
H -2.161 0.823 -3.781
H -2.843 -0.720 -3.277
H 0.868 -4.547 2.405
H 2.050 -4.070 1.155
H 0.484 -4.674 0.672
N 5.041 2.302 -3.384
C 4.679 1.695 -2.480
C 4.227 0.946 -1.339
C 5.107 0.366 -0.434
C 4.579 -0.323 0.645
C 3.210 -0.393 0.786
N 2.355 0.165 -0.087
C 2.861 0.818 -1.137
H 6.175 0.459 -0.577
H 5.220 -0.789 1.378
H 2.773 -0.895 1.641
H 2.169 1.238 -1.847
O 2.657 2.283 2.223
C 1.521 2.102 2.502
O 0.770 1.102 1.877
H 0.930 2.585 3.289
C 0.244 5.288 -2.078
C 0.290 4.838 -0.613
C 0.412 3.382 -0.501
N 0.494 2.239 -0.434
H 0.216 6.375 -2.106
H -0.647 4.910 -2.577
H 1.126 4.955 -2.621
H -0.613 5.120 -0.066
H 1.139 5.273 -0.082

ΔE to the lowest compared entry with this formula, charge and spin in kcal/mol: 15.2
Spin multiplicity: 3
Kohn-Sham gap (spin up / spin down) in hartree: 0.2592 / 0.2306
Charge: +2



[2]
ORCA calculation (wB97M-V/def2-TZVPD) on a cluster of 7 separate species, C18H22BCl24FO8S2 in total.

CARTESIAN COORDINATES (ANGSTROEM)
C 2.947 -0.643 1.477
C 1.303 -0.354 1.584
S 0.322 -1.585 0.571
C -1.314 -0.888 -0.016
C -2.276 -0.289 1.190
C -2.330 1.374 1.357
O -1.134 2.048 0.827
C -1.361 2.631 -0.505
C -0.258 3.783 -1.000
O -2.327 2.297 -1.367
O -1.745 -1.060 2.363
S -2.570 -2.574 2.500
O -2.923 -3.101 3.918
O -1.953 -3.803 1.752
O -3.844 -2.137 1.452
C -3.904 -0.669 1.144
C -4.589 -0.687 -0.341
B -5.706 0.483 -0.624
O -5.544 1.935 -0.418
O -7.023 0.017 -1.184
C -4.725 -0.108 2.445
C -5.834 -1.160 3.068
C -7.044 -1.566 2.040
F -6.493 -0.415 4.205
H 3.340 -1.066 2.503
H 3.188 -1.335 0.561
H 3.442 0.403 1.300
H 1.044 -0.553 2.732
H 1.091 0.768 1.324
H -1.080 -0.120 -0.868
H -1.907 -1.779 -0.512
H -3.349 1.834 0.991
H -2.310 1.548 2.537
H -0.580 4.327 -1.986
H 0.758 3.177 -1.153
H -0.099 4.486 -0.078
H -3.806 -0.623 -1.240
H -5.113 -1.750 -0.484
H -5.634 2.181 0.549
H -7.709 0.744 -1.113
H -3.914 0.041 3.308
H -5.222 0.949 2.305
H -5.335 -2.109 3.593
H -7.861 -2.190 2.644
H -6.647 -2.120 1.089
H -7.585 -0.544 1.743
Cl 3.591 1.922 3.970
C 2.139 2.165 4.973
Cl 0.872 1.015 4.473
Cl 2.547 1.890 6.686
Cl 1.544 3.831 4.764
Cl -10.688 0.453 -2.881
C -10.461 2.200 -2.615
Cl -8.953 2.472 -1.707
Cl -10.366 3.033 -4.187
Cl -11.839 2.843 -1.685
Cl 8.168 -2.983 1.175
C 6.861 -2.066 0.383
Cl 6.485 -0.616 1.347
Cl 7.385 -1.576 -1.248
Cl 5.408 -3.090 0.258
Cl 10.072 -1.540 -3.917
C 11.061 -2.174 -2.578
Cl 12.102 -3.489 -3.180
Cl 12.077 -0.868 -1.918
Cl 9.994 -2.801 -1.296
Cl 10.568 1.427 -3.658
C 9.261 2.344 -4.451
Cl 8.885 3.794 -3.487
Cl 9.785 2.834 -6.082
Cl 7.808 1.320 -4.575
Cl 5.249 -3.225 -6.179
C 6.261 -2.427 -4.949
Cl 7.749 -1.812 -5.713
Cl 5.360 -1.070 -4.227
Cl 6.688 -3.600 -3.678

SMILES string: CCSC[C@]1(COC(C)=O)OS(=O)(=O)O[C@@]1(CB(O)O)C[C@H](C)F.ClC(Cl)(Cl)Cl.ClC(Cl)(Cl)Cl.ClC(Cl)(Cl)Cl.ClC(Cl)(Cl)Cl.ClC(Cl)(Cl)Cl.ClC(Cl)(Cl)Cl
ΔE to the lowest compared entry with this formula, charge and spin in kcal/mol: 215.9
Spin multiplicity: 1
Kohn-Sham gap in hartree: 0.3057
Charge: 0



[3]
ORCA calculation (wB97M-V/def2-TZVPD) on an isolated molecule of C18H22BN3O4.

CARTESIAN COORDINATES (ANGSTROEM)
C 1.745 2.078 -1.841
C 1.977 0.576 -2.070
C 0.999 -0.215 -1.178
N 1.176 0.056 0.263
C 2.073 -0.626 1.054
O 2.625 -1.627 0.606
C 2.314 -0.106 2.399
C 3.500 -0.346 3.076
C 3.830 0.378 4.201
N 2.948 1.059 4.922
C 1.691 0.998 4.471
C 0.625 1.570 5.258
C -0.699 1.333 4.918
C -1.050 0.651 3.758
C -0.017 0.292 2.891
C 1.295 0.364 3.254
C -0.402 0.231 -1.514
O -0.814 1.267 -1.082
N -1.164 -0.585 -2.326
C -0.808 -1.922 -2.909
C -1.797 -2.031 -4.098
C -2.885 -0.969 -3.928
C -2.524 -0.267 -2.623
B -3.584 -0.516 -1.487
O -4.690 -1.357 -1.794
O -3.276 -0.024 -0.193
H 0.743 2.242 -1.617
H 2.183 2.646 -2.705
H 2.321 2.427 -0.988
H 3.026 0.290 -1.767
H 1.770 0.194 -3.144
H 1.124 -1.272 -1.445
H 0.894 1.019 0.541
H 4.219 -0.935 2.464
H 4.825 0.573 4.480
H 0.776 1.938 6.225
H -1.408 1.686 5.635
H -2.088 0.577 3.560
H -0.263 -0.054 1.927
H 0.257 -1.965 -3.252
H -0.858 -2.789 -2.240
H -2.245 -3.000 -4.149
H -1.283 -1.877 -5.031
H -3.048 -0.181 -4.722
H -3.891 -1.379 -3.704
H -2.670 0.823 -2.748
H -5.079 -1.668 -0.938
H -2.391 0.442 -0.412

SMILES string: CC[C@@H](NC(=O)c1ccnc2ccccc12)C(=O)N1CCC[C@H]1B(O)O
Spin multiplicity: 1
Kohn-Sham gap in hartree: 0.3025
Charge: 0



[4]
ORCA calculation (wB97M-V/def2-TZVPD) on the ion C18H22BrN2O2 with charge +1.

CARTESIAN COORDINATES (ANGSTROEM)
C 5.559 1.021 1.627
C 4.800 0.300 0.565
C 3.491 0.649 0.262
C 2.784 -0.019 -0.729
N 1.453 0.313 -1.073
C 0.649 1.202 -0.508
O 0.880 1.937 0.446
C -0.764 1.335 -1.135
N -1.482 2.254 -0.232
C -1.991 3.461 -0.895
C -2.522 1.597 0.592
C -1.949 0.465 1.462
O -1.643 -0.687 0.723
C -2.631 -1.633 0.483
C -3.976 -1.476 0.781
C -4.863 -2.497 0.474
C -4.424 -3.658 -0.134
C -3.079 -3.806 -0.436
C -2.185 -2.799 -0.131
C 3.382 -1.056 -1.437
C 4.682 -1.418 -1.147
C 5.380 -0.745 -0.156
Br 7.170 -1.274 0.211
H 4.954 1.803 2.076
H 5.873 0.326 2.405
H 6.461 1.467 1.209
H 3.026 1.453 0.809
H 1.084 -0.237 -1.839
H -1.251 0.361 -1.181
H -0.688 1.756 -2.138
H -0.657 2.520 0.417
H -2.782 3.201 -1.598
H -2.392 4.151 -0.155
H -1.185 3.961 -1.429
H -3.297 1.204 -0.073
H -2.964 2.353 1.244
H -1.005 0.787 1.915
H -2.652 0.242 2.270
H -4.354 -0.585 1.257
H -5.907 -2.373 0.715
H -5.123 -4.445 -0.368
H -2.724 -4.710 -0.905
H -1.133 -2.902 -0.344
H 2.839 -1.578 -2.210
H 5.156 -2.221 -1.688

SMILES string: Cc1cc(NC(=O)C[N@@H+](C)CCOc2ccccc2)ccc1Br
ΔE to the lowest compared entry with this formula, charge and spin in kcal/mol: 0.0
Spin multiplicity: 1
Kohn-Sham gap in hartree: 0.3219
Charge: +1



[5]
ORCA calculation (wB97M-V/def2-TZVPD) on a cluster of 3 separate species, C18H22Cl2N5O4 in total.

CARTESIAN COORDINATES (ANGSTROEM)
C 3.721 0.331 2.684
C 3.028 -0.397 1.568
Cl 3.827 -1.781 0.950
C 1.862 -0.017 1.037
Cl 1.037 -0.875 -0.217
N 1.188 1.169 1.455
C 1.785 2.459 1.215
C 2.233 2.774 -0.054
C 2.825 4.005 -0.237
C 2.937 4.865 0.850
N 2.505 4.555 2.068
C 1.943 3.370 2.246
C -0.049 1.077 1.972
N -0.850 2.120 2.272
C -1.982 1.558 2.663
N -1.922 0.231 2.662
N -0.677 -0.098 2.211
H 4.640 -0.182 2.950
H 3.076 0.406 3.561
H 3.983 1.347 2.376
H 2.115 2.073 -0.873
H 3.191 4.309 -1.210
H 3.398 5.839 0.730
H 1.600 3.128 3.247
H -2.883 2.092 2.933
H -2.633 -0.446 2.893
H -0.376 -1.050 2.055
O -3.913 2.346 -3.595
C -3.658 1.757 -2.595
O -2.384 1.667 -2.110
C -2.346 0.832 -0.953
C -3.768 0.849 -0.394
C -4.598 1.006 -1.666
H -2.036 -0.173 -1.252
H -1.600 1.246 -0.275
H -4.005 -0.044 0.184
H -3.914 1.724 0.244
H -4.831 0.045 -2.129
H -5.519 1.565 -1.534
O -1.295 -2.907 -1.108
C -0.675 -3.761 -1.686
O -1.258 -4.708 -2.433
C -0.273 -5.652 -2.916
C 1.057 -4.900 -2.871
C 0.823 -3.963 -1.688
H -0.285 -6.517 -2.251
H -0.572 -5.965 -3.911
H 1.919 -5.554 -2.769
H 1.177 -4.318 -3.785
H 1.095 -4.429 -0.738
H 1.337 -3.012 -1.773

ΔE to the lowest compared entry with this formula, charge and spin in kcal/mol: 0.0
Spin multiplicity: 1
Kohn-Sham gap in hartree: 0.3339
Charge: +1



[6]
ORCA calculation (wB97M-V/def2-TZVPD) on an isolated molecule of C18H22ClN5O2.

CARTESIAN COORDINATES (ANGSTROEM)
O -4.369 4.990 1.784
C -3.094 4.435 1.651
C -2.631 3.642 2.907
O -3.655 3.685 3.853
C -2.432 2.185 2.498
C -2.596 2.117 1.044
N -1.705 1.267 0.257
C -1.439 1.252 -1.081
N -0.629 0.252 -1.443
C -0.425 -0.474 -0.251
C 0.272 -1.646 0.019
N 1.121 -2.033 -1.000
C 2.473 -2.516 -0.625
C 2.679 -3.905 -1.311
C 3.843 -3.644 -2.290
C 3.356 -2.788 -3.433
C 3.175 -1.442 -2.771
C 3.591 -1.647 -1.265
C 4.658 -2.663 -1.396
N 0.024 -2.271 1.126
C -0.764 -1.747 2.067
Cl -1.094 -2.519 3.642
N -1.207 -0.580 1.995
C -1.118 0.093 0.789
C -4.023 2.315 0.557
C -3.073 3.460 0.466
H -4.316 5.468 2.616
H -2.386 5.234 1.462
H -1.647 3.967 3.301
H -4.274 3.125 3.563
H -1.377 1.907 2.741
H -3.016 1.405 3.015
H -1.605 2.193 -1.682
H 1.024 -1.334 -1.734
H 2.703 -2.485 0.501
H 2.855 -4.582 -0.495
H 1.832 -4.254 -1.855
H 4.238 -4.586 -2.647
H 4.136 -2.845 -4.238
H 2.450 -3.098 -3.977
H 2.127 -1.103 -2.891
H 3.849 -0.611 -3.098
H 3.855 -0.764 -0.621
H 4.763 -3.043 -0.444
H 5.587 -2.243 -1.796
H -4.833 2.326 1.342
H -4.235 1.708 -0.318
H -2.668 3.794 -0.534

SMILES string: O[C@H]1[C@@H](O)C[C@@]2(n3cnc4c(N[C@H]5C[C@H]6CC[C@@H]5C6)nc(Cl)nc43)C[C@@H]12
ΔE to the lowest compared entry with this formula, charge and spin in kcal/mol: 72.0
Spin multiplicity: 1
Kohn-Sham gap in hartree: 0.3381
Charge: 0



[7]
ORCA calculation (wB97M-V/def2-TZVPD) on an isolated molecule of C18H22F3N5O4.

CARTESIAN COORDINATES (ANGSTROEM)
C -4.677 -1.357 0.204
C -3.502 -0.608 -0.409
C -3.326 0.763 0.243
N -2.191 1.483 -0.311
C -2.234 2.046 -1.559
N -3.378 1.971 -2.294
C -1.128 2.646 -2.108
N -1.296 3.242 -3.403
C -0.909 4.645 -3.424
C -0.617 2.483 -4.444
C 0.132 2.627 -1.433
O 1.188 3.087 -1.834
N 0.081 2.016 -0.165
C 1.326 1.803 0.544
C 1.576 0.296 0.645
O 1.143 -0.480 -0.172
N 2.344 -0.037 1.720
C 2.754 -1.305 2.134
C 2.459 -2.465 1.427
C 2.893 -3.698 1.883
C 3.628 -3.772 3.052
O 4.122 -4.969 3.613
C 3.889 -6.124 3.032
F 2.586 -6.440 2.920
F 4.451 -7.089 3.755
F 4.392 -6.236 1.788
C 3.933 -2.624 3.770
C 3.498 -1.399 3.312
C -1.014 1.440 0.418
O -0.962 0.949 1.527
H -4.786 -2.333 -0.261
H -4.522 -1.500 1.271
H -5.604 -0.805 0.063
H -2.583 -1.177 -0.261
H -3.655 -0.490 -1.484
H -4.232 1.369 0.144
H -3.112 0.635 1.307
H -4.268 1.916 -1.830
H -3.318 2.551 -3.122
H -1.188 5.063 -4.391
H 0.165 4.790 -3.270
H -1.454 5.172 -2.641
H -0.889 2.901 -5.413
H 0.473 2.511 -4.337
H -0.950 1.447 -4.397
H 1.276 2.268 1.532
H 2.106 2.273 -0.065
H 2.610 0.713 2.343
H 1.884 -2.402 0.519
H 2.644 -4.578 1.311
H 4.507 -2.712 4.677
H 3.735 -0.507 3.872

SMILES string: CCCn1c(N)c(N(C)C)c(=O)n(CC(=O)Nc2ccc(OC(F)(F)F)cc2)c1=O
ΔE to the lowest compared entry with this formula, charge and spin in kcal/mol: 0.0
Spin multiplicity: 1
Kohn-Sham gap in hartree: 0.3296
Charge: 0



[8]
ORCA calculation (wB97M-V/def2-TZVPD) on a cluster of 3 separate species, C18H22F4N2O4 in total.

CARTESIAN COORDINATES (ANGSTROEM)
F -5.612 3.012 6.114
C -5.114 3.187 4.816
F -5.707 4.382 4.359
C -5.521 2.004 3.844
F -6.588 1.295 4.422
F -6.055 2.603 2.688
C -4.366 1.033 3.474
C -4.593 0.029 2.393
N -3.696 -0.892 1.947
C -2.494 -0.727 2.634
C -1.356 -1.639 2.252
C -0.040 -1.551 2.889
C 0.227 -0.561 3.983
C -0.885 0.310 4.377
C -2.233 0.254 3.707
N -3.198 1.146 4.159
H -4.018 3.394 4.878
H -5.607 0.026 1.903
H -1.457 -2.435 1.465
H 0.795 -2.227 2.581
H 1.189 -0.426 4.527
H -0.736 1.049 5.203
C -1.306 -3.080 -2.246
C -0.870 -1.740 -2.800
O -0.276 -0.927 -1.781
C 1.013 -1.014 -1.399
C 1.845 -2.177 -1.867
O 1.465 -0.199 -0.634
H -0.459 -3.654 -1.864
H -1.803 -3.672 -3.017
H -1.995 -2.940 -1.410
H -0.203 -1.835 -3.659
H -1.748 -1.193 -3.150
H 1.847 -2.949 -1.096
H 2.865 -1.828 -2.029
H 1.514 -2.607 -2.811
C 4.655 1.684 -5.145
C 3.605 1.129 -4.204
O 4.100 -0.013 -3.492
C 4.844 0.059 -2.372
C 5.416 1.386 -1.951
O 5.099 -0.945 -1.758
H 5.539 2.030 -4.605
H 4.253 2.520 -5.719
H 4.992 0.910 -5.838
H 3.218 1.880 -3.513
H 2.752 0.776 -4.786
H 6.443 1.461 -2.312
H 5.414 1.430 -0.862
H 4.845 2.245 -2.295

SMILES string: FC(F)C(F)(F)c1cnc2ccccc2n1.CCOC(C)=O.CCOC(C)=O
ΔE to the lowest compared entry with this formula, charge and spin in kcal/mol: 51.4
Spin multiplicity: 1
Kohn-Sham gap in hartree: 0.3014
Charge: 0



[9]
ORCA calculation (wB97M-V/def2-TZVPD) on an isolated molecule of C18H22FN3O2.

CARTESIAN COORDINATES (ANGSTROEM)
C -2.544 2.859 -2.946
C -2.299 1.809 -1.872
C -1.130 2.212 -0.961
C -0.880 1.169 0.061
N -1.423 1.241 1.302
N -0.979 0.168 2.055
C -1.431 -0.046 3.354
C -2.550 0.634 3.838
C -2.978 0.435 5.137
C -2.290 -0.452 5.943
F -2.707 -0.644 7.212
C -1.189 -1.150 5.478
C -0.756 -0.943 4.184
C -0.223 -0.684 1.231
O 0.274 -1.730 1.593
C -0.193 -0.015 -0.056
C 0.497 -0.552 -1.198
N 0.559 0.086 -2.293
C 1.261 -0.441 -3.428
C 2.573 -1.203 -3.177
C 3.528 -0.526 -2.165
C 3.877 -1.645 -1.175
C 3.423 -2.902 -1.924
O 2.305 -2.503 -2.680
H -2.786 3.822 -2.499
H -3.372 2.561 -3.584
H -1.659 2.978 -3.565
H -3.201 1.674 -1.271
H -2.050 0.856 -2.339
H -1.346 3.170 -0.482
H -0.235 2.297 -1.578
H -1.662 2.101 1.774
H -3.109 1.302 3.201
H -3.841 0.954 5.522
H -0.679 -1.842 6.128
H 0.091 -1.483 3.797
H 0.949 -1.530 -1.026
H 1.479 0.413 -4.078
H 0.589 -1.114 -3.973
H 3.083 -1.301 -4.151
H 4.414 -0.152 -2.675
H 3.037 0.310 -1.669
H 3.306 -1.537 -0.253
H 4.937 -1.677 -0.931
H 4.222 -3.261 -2.592
H 3.110 -3.716 -1.269

SMILES string: CCCc1[nH]n(-c2ccc(F)cc2)c(=O)c1/C=N/C[C@H]1CCCO1
ΔE to the lowest compared entry with this formula, charge and spin in kcal/mol: 31.1
Spin multiplicity: 1
Kohn-Sham gap in hartree: 0.3213
Charge: 0



| no. | maximum force (eV/A) |
| --- | --- |
| 1 | 1.50 |
| 2 | 8.33 |
| 3 | 3.89 |
| 4 | 0.91 |
| 5 | 0.64 |
| 6 | 6.23 |
| 7 | 1.74 |
| 8 | 4.15 |
| 9 | 0.72 |